Record 1
This record from the Open Molecules 2025 dataset describes 3 unconnected molecules or ions with the total composition CH8NO2 at a distorted geometry. The level of theory is wB97M-V/def2-TZVPD.

```
12
Properties=species:S:1:pos:R:3
C -1.00 -1.39 -1.29
N -0.76 -1.40 -0.03
H -0.22 -1.09 -1.99
H -2.03 -1.57 -1.58
H -1.49 -1.02 0.59
H 0.18 -1.28 0.36
H 0.88 2.81 -2.60
H 1.94 3.00 -1.72
O 1.07 2.57 -1.67
H -0.26 0.21 3.20
H 1.13 -0.46 3.18
O 0.32 -0.34 2.70
```

Properties
Relative energy (zero: lowest compared OMol25 entry of this formula, charge and spin) ... 136.8 kJ/mol
E_LUMO ... -5.92 eV
Maximum force ... 1.88 eV/Å
Total charge ... +1
HOMO ... -14.60 eV

These are the Mulliken partial charges, in e, on atoms 1 to 2: -0.040 -0.160



Record 2
This record from the Open Molecules 2025 dataset describes 2 unconnected molecules or ions with the total composition C4H13N2O4PS at a distorted geometry. The level of theory is wB97M-V/def2-TZVPD.

```
25
Properties=species:S:1:pos:R:3
C -1.91 0.94 -2.79
C 0.32 2.82 1.97
C -0.30 2.79 0.59
C 1.00 2.06 0.94
N 0.29 -3.93 -0.03
N 0.96 0.63 0.94
O -0.12 -0.68 -1.14
O 1.89 0.56 -1.60
O 2.14 -1.36 0.00
O -1.59 -1.56 -2.88
P 1.23 -0.16 -0.55
S -0.81 -0.19 -2.87
H -1.94 1.97 -3.09
H -2.92 0.65 -2.48
H 1.33 -3.81 0.19
H -0.14 2.44 2.86
H 0.78 3.74 2.26
H -1.33 2.18 0.45
H -0.42 3.70 0.10
H 1.83 2.44 0.27
H -0.24 -4.45 0.75
H 0.22 -4.38 -0.81
H 0.22 0.20 1.52
H -1.14 -1.93 -2.15
H 2.68 -1.71 -0.72
```

Properties
Relative energy (zero: lowest compared OMol25 entry of this formula, charge and spin) ... 277.1 kJ/mol
E_LUMO ... 0.58 eV
Maximum force ... 7.77 eV/Å
Total charge ... 0
HOMO ... -8.76 eV

These are the Mulliken partial charges, in e, on atoms 1 to 2: -0.474 -0.643



Record 3
This record from the Open Molecules 2025 dataset describes a molecular structure, C2H3O3Pt at a distorted geometry. The level of theory is wB97M-V/def2-TZVPD.

```
9
Properties=species:S:1:pos:R:3
O -0.28 0.28 -0.64
C 0.28 -0.99 -0.79
Pt 0.00 1.90 -0.96
H 0.66 -1.17 -1.81
H 1.11 -1.13 -0.07
H -0.48 -1.77 -0.60
O -0.95 1.79 0.99
C -0.42 0.85 1.50
O 0.07 0.24 2.37
```

Properties
E_LUMO (alpha / beta) ... 0.30 / -1.32 eV
⟨S²⟩ ... 3.7563
Maximum force ... 12.57 eV/Å
Total charge ... 0
Multiplicity ... 4
HOMO (alpha / beta) ... -6.89 / -9.79 eV

These are the Mulliken partial charges, in e, on atoms 1 to 2: -0.538 -0.599



Record 4
This record from the Open Molecules 2025 dataset describes 2 unconnected molecules or ions with the total composition C4H14NO at a distorted geometry. The level of theory is wB97M-V/def2-TZVPD.

```
20
Properties=species:S:1:pos:R:3
C 0.06 1.74 -1.14
C 0.79 0.51 -0.61
N -0.16 -0.24 0.32
C 0.48 -1.21 1.24
C 1.23 -0.46 -1.71
H 0.81 2.38 -1.58
H -0.59 2.15 -0.37
H -0.56 1.49 -2.02
H 1.64 0.82 -0.01
H -0.69 0.40 0.89
H -0.75 -0.78 -0.30
H 0.85 -0.74 2.13
H -0.26 -1.96 1.55
H 1.17 -1.87 0.74
H 1.56 0.13 -2.55
H 0.34 -1.03 -2.02
H 1.91 -1.25 -1.41
H -3.35 -0.03 2.02
H -2.08 -0.11 2.86
O -2.39 0.06 1.96
```

Properties
Relative energy (zero: lowest compared OMol25 entry of this formula, charge and spin) ... 49.6 kJ/mol
E_LUMO ... -2.96 eV
Maximum force ... 1.69 eV/Å
Total charge ... +1
HOMO ... -16.10 eV

These are the Mulliken partial charges, in e, on atoms 1 to 2: -1.335 0.363



Record 5
This record from the Open Molecules 2025 dataset describes C7H10 in the gas phase at a distorted geometry. The level of theory is wB97M-V/def2-TZVPD.

```
17
Properties=species:S:1:pos:R:3
C 1.31 -0.39 1.06
C 1.24 0.75 0.07
C 1.30 -0.69 -0.39
C -0.16 -0.52 -0.95
C -1.46 -0.70 -0.09
C -1.39 0.80 0.35
C -0.14 0.98 -0.55
H 2.25 -0.36 1.62
H 0.52 -0.96 1.53
H 2.08 1.43 -0.01
H 2.10 -1.29 -0.82
H -0.23 -0.83 -1.99
H -1.46 -1.43 0.72
H -2.33 -0.90 -0.72
H -2.25 1.40 0.05
H -1.22 0.95 1.42
H -0.17 1.77 -1.30
```

Properties
Relative energy (zero: lowest compared OMol25 entry of this formula, charge and spin) ... 281.3 kJ/mol
E_LUMO ... 1.24 eV
SMILES string ... C1C[C@H]2[C@@H]1[C@H]1C[C@@H]21
Maximum force ... 1.31 eV/Å
Total charge ... 0
HOMO ... -9.09 eV

These are the Mulliken partial charges, in e, on atoms 1 to 2: -0.647 -0.422



Record 6
This record from the Open Molecules 2025 dataset describes a molecular structure, C18H38InN2O2 at a distorted geometry. The level of theory is wB97M-V/def2-TZVPD.

```
61
Properties=species:S:1:pos:R:3
In -0.01 2.55 -0.52
C -0.43 -3.31 -2.43
C 0.67 -2.22 -2.69
C 1.40 -2.55 -4.01
C 0.62 -2.18 -5.27
C 0.17 -0.71 -5.15
C -0.68 -0.45 -3.91
N 0.00 -0.93 -2.74
O -0.56 -0.56 -1.55
C -0.81 1.11 -3.82
C -2.13 -1.04 -4.04
C 1.68 -2.31 -1.53
H 0.06 -4.24 -2.14
H -1.06 -3.46 -3.31
H -1.13 -3.06 -1.63
H 2.40 -2.12 -3.98
H 1.45 -3.64 -3.99
H -0.22 -2.85 -5.45
H 1.28 -2.23 -6.13
H -0.33 -0.35 -6.04
H 1.12 -0.16 -5.10
H -1.52 1.48 -4.55
H -1.22 1.40 -2.84
H 0.15 1.60 -3.98
H -2.81 -0.23 -4.28
H -2.19 -1.75 -4.87
H -2.52 -1.37 -3.08
H 2.34 -1.43 -1.61
H 2.34 -3.17 -1.66
H 1.22 -2.23 -0.55
H -1.39 -1.08 -1.45
C 2.10 0.81 4.22
C 1.02 0.55 3.12
C 0.00 -0.48 3.62
C -1.08 0.10 4.52
C -1.75 1.28 3.82
C -0.78 2.39 3.41
N 0.36 1.77 2.73
O 1.27 2.72 2.26
C -1.56 3.31 2.45
C -0.33 3.20 4.67
C 1.72 -0.05 1.87
H 1.60 1.20 5.11
H 2.81 1.58 3.93
H 2.61 -0.12 4.46
H -0.48 -1.01 2.79
H 0.56 -1.24 4.18
H -0.64 0.41 5.48
H -1.78 -0.69 4.77
H -2.51 1.69 4.49
H -2.25 0.87 2.94
H -1.83 2.80 1.52
H -2.49 3.55 2.97
H -1.07 4.26 2.24
H -0.35 2.55 5.54
H 0.71 3.53 4.63
H -0.96 4.08 4.81
H 0.97 -0.21 1.08
H 2.06 -1.06 2.11
H 2.55 0.55 1.51
H 1.64 3.15 3.05
```

Properties
Relative energy (zero: lowest compared OMol25 entry of this formula, charge and spin) ... 0.0 kJ/mol
E_LUMO ... -15.08 eV
Maximum force ... 2.25 eV/Å
Total charge ... +3
HOMO ... -17.32 eV

These are the Mulliken partial charges, in e, on atoms 1 to 2: 1.008 -1.461



Record 7
This record from the Open Molecules 2025 dataset describes 3 unconnected molecules or ions with the total composition C4H16N2O2 at a distorted geometry. The level of theory is wB97M-V/def2-TZVPD.

```
24
Properties=species:S:1:pos:R:3
C -0.49 0.34 -2.40
C 0.10 0.99 -1.19
C 0.51 -0.11 -0.17
C 2.06 -0.29 -0.17
N 2.66 0.85 0.56
N -0.84 2.08 -0.70
H -0.19 0.62 -3.51
H -0.27 -0.75 -2.49
H -1.55 0.61 -2.53
H 0.94 1.59 -1.55
H 0.21 -1.13 -0.39
H 0.19 0.16 0.75
H 2.32 -1.30 0.43
H 2.40 -0.47 -1.18
H 1.99 1.67 0.47
H 3.46 1.02 -0.19
H -0.79 2.24 0.29
H -1.75 1.94 -0.88
H -1.43 0.82 3.50
H -1.77 -0.40 2.67
O -2.24 0.27 3.19
H -1.57 -3.00 2.25
H -1.69 -4.19 1.41
O -2.27 -3.55 1.83
```

Properties
Relative energy (zero: lowest compared OMol25 entry of this formula, charge and spin) ... 236.5 kJ/mol
E_LUMO ... 0.30 eV
SMILES string ... C[C@@H](N)CCN.O.O
Maximum force ... 4.39 eV/Å
Total charge ... 0
HOMO ... -9.39 eV

These are the Mulliken partial charges, in e, on atoms 1 to 2: -1.250 0.581



Record 8
This record from the Open Molecules 2025 dataset describes a molecular structure, C10H16N2O3 at a distorted geometry. The level of theory is wB97M-V/def2-TZVPD.

```
31
Properties=species:S:1:pos:R:3
C 0.63 1.45 -0.68
C 0.89 0.62 0.47
C 0.77 2.81 -0.24
C -0.37 2.95 0.84
C -1.43 2.03 0.22
C -0.04 -1.42 -0.72
C -1.45 -0.95 -0.53
C 0.33 -2.87 -0.55
C 0.63 -3.05 0.89
C 1.73 -1.92 1.07
H -1.10 1.74 -1.79
H 1.20 1.22 -1.56
H 1.75 3.09 0.14
H 0.68 3.49 -1.19
H 0.17 2.41 1.76
H -0.84 4.08 1.15
H -1.99 1.30 1.00
H -2.40 2.38 -0.28
H 0.32 -1.02 -1.62
H -0.39 -3.55 -0.92
H 1.16 -3.11 -1.12
H 1.07 -4.04 1.05
H -0.34 -2.79 1.44
H 2.76 -1.96 0.40
H 2.16 -1.41 2.28
H -3.06 -0.99 -1.39
N -0.83 1.28 -0.88
N 0.69 -0.71 0.38
O 1.45 1.07 1.43
O -1.98 -0.65 0.58
O -2.17 -1.48 -1.62
```

Properties
Relative energy (zero: lowest compared OMol25 entry of this formula, charge and spin) ... 505.8 kJ/mol
E_LUMO ... 0.57 eV
Maximum force ... 5.16 eV/Å
Total charge ... 0
HOMO ... -8.93 eV

These are the Mulliken partial charges, in e, on atoms 1 to 2: -0.436 0.727



Record 9
This record from the Open Molecules 2025 dataset describes a molecular structure, C45H43Cl5MoN4OTe. The level of theory is wB97M-V/def2-TZVPD.

```
100
Properties=species:S:1:pos:R:3
Mo -0.26 -0.21 0.43
C 0.17 -0.16 3.69
N 0.66 0.64 2.53
C 2.15 0.60 2.54
C 0.23 2.03 2.68
C 0.54 2.80 3.79
C 0.18 4.13 3.84
C -0.48 4.70 2.75
C -0.79 3.93 1.64
C -0.45 2.58 1.60
N -0.64 1.73 0.51
C -1.13 2.17 -0.75
C -2.29 2.90 -0.97
C -2.70 3.14 -2.28
C -1.97 2.67 -3.35
C -0.79 1.95 -3.13
C -0.39 1.71 -1.83
N 0.80 0.96 -1.45
C 1.85 1.91 -0.99
C 1.36 0.19 -2.58
H 0.48 0.30 4.63
H 0.59 -1.16 3.65
H -0.91 -0.22 3.66
H 2.54 0.86 3.52
H 2.53 1.32 1.81
H 2.49 -0.40 2.27
H 1.08 2.36 4.63
H 0.42 4.73 4.70
H -0.76 5.74 2.77
H -1.29 4.39 0.79
H -2.90 3.23 -0.14
H -3.62 3.69 -2.45
H -2.30 2.85 -4.37
H -0.22 1.59 -3.97
H 2.17 2.53 -1.83
H 2.71 1.34 -0.63
H 1.47 2.55 -0.20
H 1.81 0.86 -3.31
H 0.58 -0.39 -3.06
H 2.13 -0.47 -2.20
Cl 0.41 -3.03 -2.09
C -1.05 -2.09 -2.17
C -1.38 -1.20 -1.14
C -2.68 -0.71 -1.20
Cl -3.29 0.09 0.22
C -3.53 -0.88 -2.28
Cl -5.08 -0.13 -2.31
C -3.11 -1.66 -3.35
Cl -4.12 -1.88 -4.72
C -1.88 -2.32 -3.27
Cl -1.40 -3.38 -4.52
C 4.79 -7.20 -4.57
C 4.39 -6.14 -3.58
C 4.68 -4.80 -3.80
C 4.33 -3.81 -2.90
C 4.69 -2.37 -3.22
C 3.65 -4.19 -1.73
Te 3.03 -2.58 -0.45
N 1.11 -1.71 0.89
C 0.14 -2.37 1.46
O -1.00 -1.70 1.62
C 0.21 -3.74 2.00
C -0.95 -4.48 2.17
C -0.90 -5.73 2.76
C 0.32 -6.24 3.19
C 1.49 -5.50 3.03
C 1.43 -4.25 2.44
C 4.69 -2.70 0.86
C 4.97 -3.93 1.45
C 6.05 -4.08 2.30
C 6.85 -2.98 2.57
C 6.58 -1.75 1.99
C 5.50 -1.58 1.12
C 5.29 -0.22 0.50
C 3.31 -5.53 -1.49
C 2.53 -5.99 -0.28
C 3.70 -6.48 -2.42
H 5.21 -6.76 -5.48
H 3.94 -7.82 -4.85
H 5.55 -7.86 -4.14
H 5.21 -4.52 -4.71
H 5.45 -2.34 -4.00
H 5.08 -1.84 -2.36
H 3.82 -1.83 -3.59
H -1.90 -4.06 1.84
H -1.80 -6.31 2.90
H 0.36 -7.22 3.67
H 2.43 -5.89 3.38
H 2.33 -3.65 2.34
H 4.34 -4.79 1.24
H 6.26 -5.04 2.75
H 7.70 -3.07 3.24
H 7.21 -0.90 2.20
H 5.24 0.55 1.28
H 4.39 -0.16 -0.10
H 6.13 0.04 -0.15
H 2.10 -5.16 0.28
H 3.16 -6.57 0.40
H 1.71 -6.64 -0.58
H 3.45 -7.52 -2.24
```

Properties
Relative energy (zero: lowest compared OMol25 entry of this formula, charge and spin) ... 93.1 kJ/mol
E_LUMO (alpha / beta) ... -2.86 / -4.49 eV
⟨S²⟩ ... 3.7722
Maximum force ... 0.65 eV/Å
Total charge ... +1
Multiplicity ... 4
HOMO (alpha / beta) ... -9.76 / -10.33 eV

These are the Mulliken partial charges, in e, on atoms 1 to 2: -0.745 -1.437



Record 10
This record from the Open Molecules 2025 dataset describes a molecular structure, C36H37IrNP2Se at a distorted geometry. The level of theory is wB97M-V/def2-TZVPD.

```
78
Properties=species:S:1:pos:R:3
Ir 0.11 -0.78 -1.47
C 0.30 -0.61 -3.42
C -0.47 0.51 -2.86
C -1.97 0.60 -2.91
C -2.68 -0.63 -2.25
C -1.79 -1.38 -1.27
C -0.87 -2.46 -1.63
C -0.64 -2.92 -3.03
C -0.30 -1.82 -4.06
C 0.69 -0.27 3.17
H 1.28 -0.29 -3.78
H 0.05 1.52 -2.98
H -2.24 0.71 -3.96
H -2.29 1.51 -2.39
H -3.56 -0.25 -1.68
H -3.04 -1.30 -3.05
H -2.16 -1.48 -0.24
H -0.73 -3.19 -0.82
H -1.49 -3.52 -3.40
H 0.18 -3.63 -2.95
H 0.47 -2.25 -4.71
H -1.20 -1.58 -4.64
H 1.50 -0.53 2.48
H 0.79 -0.81 4.12
H 0.67 0.81 3.33
P 0.65 1.60 -0.93
P -0.82 -0.77 2.38
C -0.75 1.38 0.24
C -1.26 0.38 1.08
C 0.78 3.39 -0.84
C -0.12 4.31 -1.40
C 0.17 5.67 -1.26
C 1.26 6.10 -0.51
C 2.09 5.17 0.14
C 1.85 3.82 -0.02
C 2.29 1.23 -1.72
C 2.76 -0.08 -1.60
C 3.86 -0.50 -2.35
C 4.41 0.35 -3.31
C 3.91 1.64 -3.48
C 2.86 2.11 -2.67
C -2.07 -0.51 3.62
C -2.25 0.84 4.01
C -2.90 1.13 5.20
C -3.44 0.08 5.96
C -3.36 -1.24 5.52
C -2.68 -1.55 4.33
C -0.65 -2.50 1.85
C 0.64 -3.03 1.69
C 0.83 -4.41 1.54
C -0.29 -5.25 1.43
C -1.57 -4.72 1.47
C -1.77 -3.36 1.71
H -1.45 2.24 0.12
H -2.38 0.36 1.09
H -1.00 3.96 -1.95
H -0.49 6.42 -1.75
H 1.49 7.16 -0.41
H 2.92 5.49 0.78
H 2.50 3.06 0.45
H 2.21 -0.81 -0.95
H 4.26 -1.50 -2.18
H 5.24 -0.01 -3.94
H 4.33 2.30 -4.22
H 2.50 3.14 -2.75
H -1.86 1.64 3.37
H -2.97 2.17 5.53
H -3.94 0.31 6.90
H -3.82 -2.05 6.09
H -2.62 -2.57 3.96
H 1.51 -2.37 1.74
H 1.83 -4.81 1.52
H -0.13 -6.34 1.32
H -2.44 -5.38 1.36
H -2.78 -2.96 1.83
Se 5.19 2.17 1.71
C 3.90 0.97 1.45
N 3.03 0.17 1.30
```

Properties
Relative energy (zero: lowest compared OMol25 entry of this formula, charge and spin) ... 0.0 kJ/mol
E_LUMO (alpha / beta) ... -5.71 / -7.99 eV
⟨S²⟩ ... 8.8164
Maximum force ... 7.47 eV/Å
Total charge ... +2
Multiplicity ... 6
HOMO (alpha / beta) ... -11.59 / -14.19 eV

These are the Mulliken partial charges, in e, on atoms 1 to 2: 0.288 -0.639